# C22H24B3Br38F9O4

C22H24B3Br38F9O4 as an isolated structure in a non-equilibrium geometry (ωB97M-V/def2-TZVPD, OMol25).

Last column: Löwdin charge in e.
CARTESIAN COORDINATES (ANGSTROEM)
C1 -1.757 -1.318 0.873  -0.081
C2 -2.357 -2.096 -0.311  -0.270
O1 -1.298 -2.440 -1.186  -0.146
C3 -1.479 -1.960 -2.512  -0.061
B1 -0.044 -1.693 -3.116  -0.431
O2 0.925 -2.695 -3.031  0.330
B2 2.071 -2.157 -2.496  -0.661
C4 3.229 -3.159 -2.048  -0.614
Br1 4.711 -3.191 -3.324  0.729
C5 3.656 -2.804 -0.614  -0.730
C6 4.807 -3.652 -0.057  -0.147
Br2 2.044 -3.057 0.498  0.780
O3 2.274 -0.790 -2.292  0.311
B3 1.297 0.010 -2.811  -0.440
C7 1.214 1.585 -2.427  -0.314
F1 0.082 2.062 -2.994  0.044
F2 1.054 1.774 -1.106  0.150
C8 2.357 2.431 -3.019  -0.359
F3 2.421 2.103 -4.323  0.154
F4 2.014 3.710 -2.998  0.024
C9 3.755 2.242 -2.355  -0.356
F5 3.749 1.422 -1.331  0.207
F6 4.175 3.454 -1.966  0.146
C10 4.855 1.735 -3.335  -0.636
F7 5.119 2.594 -4.280  0.095
F8 5.951 1.596 -2.591  0.114
F9 4.576 0.544 -3.789  0.213
O4 0.368 -0.489 -3.689  0.332
H1 -1.216 -1.967 1.558  0.009
H2 -2.540 -0.831 1.464  0.033
H3 -1.071 -0.569 0.468  0.075
H4 -2.828 -3.002 0.091  0.011
H5 -3.119 -1.448 -0.752  0.099
H6 -2.093 -1.053 -2.580  0.110
H7 -2.011 -2.742 -3.083  0.136
H8 2.815 -4.168 -2.015  0.091
H9 3.923 -1.748 -0.580  0.093
H10 5.745 -3.188 -0.365  0.073
H11 4.746 -4.669 -0.447  0.082
H12 4.729 -3.665 1.029  0.061
C11 -3.520 2.621 1.905  -1.604
Br3 -4.370 1.197 2.892  0.545
Br4 -1.922 3.224 2.796  0.573
Br5 -3.177 2.128 0.071  0.581
H13 -4.211 3.453 1.883  -0.033
C12 -7.677 0.061 1.028  -1.641
Br6 -9.476 -0.503 0.630  0.580
Br7 -6.369 -1.191 0.364  0.549
Br8 -7.334 1.851 0.397  0.557
H14 -7.580 0.081 2.105  -0.038
C13 7.331 -5.711 -5.177  -1.625
Br9 8.537 -6.216 -3.760  0.569
Br10 5.507 -6.172 -4.758  0.539
Br11 7.507 -3.844 -5.634  0.554
H15 7.611 -6.280 -6.052  -0.033
C14 -0.212 -3.666 4.330  -1.600
Br12 0.416 -5.172 3.303  0.552
Br13 0.850 -2.091 4.002  0.570
Br14 -2.084 -3.330 4.020  0.572
H16 -0.096 -3.923 5.373  -0.029
C15 4.520 5.915 3.298  -1.649
Br15 4.354 7.234 4.695  0.563
Br16 6.000 4.719 3.614  0.562
Br17 2.871 4.953 3.025  0.557
H17 4.733 6.447 2.383  -0.034
C16 -4.323 -6.530 1.934  -1.604
Br18 -4.154 -5.060 0.693  0.632
Br19 -2.666 -7.491 2.131  0.580
Br20 -5.024 -5.955 3.638  0.575
H18 -5.042 -7.219 1.516  -0.030
C17 1.068 7.770 -2.892  -1.627
Br21 1.388 9.110 -1.541  0.563
Br22 2.346 6.332 -2.794  0.679
Br23 -0.742 7.108 -2.830  0.570
H19 1.199 8.250 -3.852  -0.032
C18 -5.529 -0.484 7.133  -1.619
Br24 -6.772 0.878 6.567  0.561
Br25 -5.704 -2.080 6.066  0.547
Br26 -3.723 0.193 7.208  0.564
H20 -5.796 -0.755 8.145  -0.029
C19 -4.489 5.605 5.121  -1.640
Br27 -3.958 3.930 5.912  0.522
Br28 -6.295 6.081 5.603  0.572
Br29 -3.242 7.016 5.533  0.575
H21 -4.472 5.470 4.049  -0.043
C20 -6.075 -6.111 7.360  -1.656
Br30 -6.022 -8.037 7.390  0.571
Br31 -7.868 -5.446 7.615  0.562
Br32 -4.834 -5.338 8.620  0.560
H22 -5.760 -5.800 6.374  -0.107
C21 -2.975 2.400 -5.757  -1.621
Br33 -1.060 2.225 -5.650  0.665
Br34 -3.863 1.304 -4.437  0.567
Br35 -3.531 4.243 -5.644  0.570
H23 -3.278 2.035 -6.728  -0.033
C22 8.364 4.878 -5.063  -1.618
Br36 7.544 3.610 -3.864  0.730
Br37 10.185 5.276 -4.561  0.564
Br38 8.241 4.297 -6.898  0.571
H24 7.805 5.799 -4.984  -0.031

**Kohn-Sham gap**: 9.362 eV
**Max |F|**: 1.93 eV/Å
**Charge**: 0